{
  "formula": "C25H38AsN4NdO2S2",
  "method": "ωB97M-V/def2-TZVPD",
  "species": ["Nd", "As", "S", "S", "O", "O", "N", "N", "N", "N", "C", "C", "C", "C", "C", "C", "C", "C", "C", "C", "C", "C", "C", "C", "C", "C", "C", "C", "C", "C", "C", "C", "C", "C", "C", "H", "H", "H", "H", "H", "H", "H", "H", "H", "H", "H", "H", "H", "H", "H", "H", "H", "H", "H", "H", "H", "H", "H", "H", "H", "H", "H", "H", "H", "H", "H", "H", "H", "H", "H", "H", "H", "H"],
  "xyz": [[-5.43659, -2.92881, 19.92486], [-9.04453, -3.46060, 18.15258], [-6.98038, -1.09603, 21.41394], [-2.60054, -1.80019, 19.79328], [-5.11325, -2.22879, 17.67287], [-7.50653, -3.56161, 18.84598], [-6.22692, 0.91001, 23.04771], [-6.47711, -4.74704, 21.48235], [-1.61121, -0.30711, 17.77764], [-4.90279, -0.94429, 23.18754], [-9.05807, -2.00906, 16.78867], [-7.70970, -5.28656, 21.23661], [-8.44745, -5.96148, 22.21716], [-10.19969, -2.92049, 19.62770], [-7.20518, 1.86543, 22.55683], [-5.85805, -5.03651, 22.67836], [-0.33324, -2.40560, 16.42725], [-2.40745, -5.25465, 23.90224], [-1.08664, -2.62100, 17.60797], [-5.93560, -0.33220, 22.58925], [-4.64169, -3.35141, 16.83714], [-9.75355, -5.13010, 17.34341], [-2.64162, -3.24245, 22.58695], [-5.85290, 0.14915, 17.71661], [-1.77727, -1.56976, 18.30621], [-4.46571, -4.73386, 22.86987], [-3.92716, -3.62573, 22.18299], [-5.37068, -1.00739, 16.87503], [-7.88482, -6.16445, 23.47422], [-0.29813, -1.09576, 15.88249], [-0.96104, -0.08305, 16.57214], [-3.72374, -5.59760, 23.66692], [-6.58561, -5.69734, 23.70026], [-1.87249, -4.09753, 23.41241], [-4.19925, -4.45261, 17.75428], [-4.42624, -0.74895, 16.35635], [-1.12696, -3.57905, 18.13026], [-10.72194, -4.87651, 16.85640], [-5.44707, -3.66003, 16.19109], [-9.45000, -6.29935, 22.01005], [-4.16886, -6.50399, 24.09576], [-8.49869, -2.31149, 15.89798], [-1.80388, -5.87298, 24.52617], [-6.07642, -5.87974, 24.65040], [-11.19851, -2.60585, 19.27214], [-8.44976, -6.66746, 24.24975], [-10.10330, -1.76450, 16.58974], [-4.41807, -0.51367, 23.97502], [-0.93972, 0.94176, 16.17347], [-9.66729, -2.12629, 20.11154], [-3.38842, -4.13319, 18.42653], [-7.54917, 2.51730, 23.35938], [-3.85518, -5.31742, 17.18511], [-6.80908, 2.48583, 21.77972], [-2.07616, 0.46675, 18.23299], [-6.75835, -0.08209, 18.30897], [-5.12169, 0.41388, 18.48064], [0.32278, -0.78335, 15.04491], [-9.91665, -5.93422, 18.05340], [-5.55919, 1.29193, 23.70841], [-5.99578, 1.06715, 17.10323], [-8.99336, -5.49330, 16.65081], [-8.06816, -5.09103, 20.24205], [-10.40266, -3.74096, 20.31136], [-8.56720, -1.13080, 17.21899], [-2.20522, -2.30387, 22.31400], [-4.62481, -1.89860, 22.89881], [-5.08563, -4.81959, 18.32574], [-3.79807, -2.96205, 16.22100], [0.17221, -3.25335, 16.00030], [-6.07959, -1.30897, 16.08767], [-8.06085, 1.26671, 22.15409], [-0.84997, -3.82428, 23.63149]],
  "forces_ev_per_a": [[-0.141, -0.518, 1.988], [-0.538, 0.300, 0.130], [0.624, 0.311, 0.191], [-0.044, 0.157, -0.432], [0.126, 0.537, -1.512], [0.334, 0.072, -0.385], [0.739, -0.496, -0.087], [-0.063, -0.917, 0.238], [0.217, -0.892, -1.655], [-0.540, 0.147, -0.467], [0.124, -0.609, 0.768], [0.715, 0.407, 1.622], [0.484, 0.351, -0.607], [-0.818, -0.431, -1.034], [-1.280, -1.249, -0.231], [-2.536, -0.908, -0.446], [-1.465, 0.570, 1.767], [0.021, -0.643, 0.405], [0.277, 0.665, -0.423], [-0.079, 0.790, 1.076], [0.716, 1.508, 0.140], [0.196, 0.793, -0.072], [0.103, -1.600, 0.716], [-0.194, 0.204, 0.538], [0.744, 0.171, -0.572], [0.537, 0.132, -0.688], [-0.450, 1.001, -0.316], [0.444, -0.820, -0.420], [0.803, 0.649, -0.218], [-0.375, 0.610, 1.134], [0.391, -0.440, 0.127], [-0.075, 0.224, 0.180], [-0.118, -0.205, -0.358], [-0.251, 1.455, -0.827], [-0.424, -0.476, 0.355], [-0.319, -0.137, 0.312], [0.144, 0.164, -0.497], [0.811, -0.150, 0.152], [-0.354, -0.097, -0.275], [-0.051, -0.137, -0.152], [0.341, 0.433, -0.187], [-0.359, -0.082, 0.116], [0.366, -0.480, 0.283], [-0.384, 0.145, -0.330], [0.608, 0.138, -0.008], [0.115, 0.031, 0.000], [0.162, -0.094, -0.249], [-0.228, -0.167, -0.457], [-0.106, -0.493, 0.567], [0.099, 0.478, 0.406], [-0.186, -0.102, -0.130], [0.043, -0.282, 0.092], [0.008, 0.076, 0.052], [0.329, 0.297, -0.574], [0.044, -0.033, 0.131], [0.139, 0.119, -0.586], [0.297, -0.046, -0.041], [-0.353, -0.405, 0.006], [-0.011, 0.231, 0.440], [-0.135, -0.145, -0.073], [-0.117, -0.794, 0.282], [-0.262, 0.166, -0.279], [-0.224, -0.104, 0.041], [0.426, -0.148, 0.032], [-0.106, -0.223, 0.115], [0.246, 0.304, -0.422], [-0.113, 0.181, 0.020], [0.517, -0.175, -0.323], [-0.517, -0.330, 0.352], [0.240, 0.011, -0.257], [0.034, 0.230, 0.282], [0.599, 0.783, 0.354], [0.056, -0.014, 0.180]],
  "spin_multiplicity": 4,
  "homo_lumo_gap_ev": [7.125, 7.148],
  "lumo_energy_ev": [-5.212, -5.204],
  "charge": 2
}